[1]
{"formula": "C5H16N2O2", "method": "the ωB97M-V functional and the def2-TZVPD basis", "elements": ["N", "C", "N", "C", "C", "C", "C", "O", "H", "H", "H", "H", "H", "H", "H", "H", "H", "H", "H", "H", "H", "H", "O", "H", "H"], "coordinates": [[-2.573, 0.339, 0.725], [-2.475, 0.105, -0.696], [-1.385, 0.809, -1.364], [-0.266, 0.011, -1.925], [0.993, 0.045, -1.026], [1.227, -1.169, -0.151], [2.477, -1.011, 0.726], [2.742, 0.355, 1.024], [-2.117, -0.285, 1.353], [-2.803, 1.279, 0.971], [-3.376, 0.533, -1.150], [-2.607, -0.942, -0.955], [-1.061, 1.682, -0.990], [-0.039, 0.550, -2.842], [-0.609, -1.007, -2.103], [1.827, 0.246, -1.692], [0.911, 0.942, -0.430], [1.338, -2.020, -0.815], [0.379, -1.378, 0.511], [2.479, -1.646, 1.615], [3.317, -1.377, 0.162], [2.562, 0.511, 1.945], [-0.159, 1.473, 2.315], [-0.106, 0.731, 1.712], [-0.673, 1.223, 3.081]], "forces_ev_per_angstrom": [[-0.79, -0.81, -0.93], [-0.79, 2.01, 0.13], [0.43, -2.30, -1.08], [-0.28, 1.41, 1.09], [-0.56, 0.21, -0.69], [0.00, 0.17, 0.47], [0.23, -0.08, -0.48], [0.09, -0.31, -0.01], [0.23, 0.19, 0.34], [0.31, 0.00, 0.54], [-0.28, 0.06, 0.32], [0.93, -0.19, 0.04], [-0.32, 0.05, 0.50], [0.29, -0.60, -0.44], [-0.03, 0.04, -0.29], [0.52, -0.31, 0.10], [0.07, 0.24, 0.29], [0.06, -0.42, 0.10], [-0.29, 0.13, -0.22], [-0.38, 0.17, 0.13], [0.57, -0.02, -0.42], [-0.17, 0.23, 0.45], [0.57, 0.64, 0.05], [-0.24, -0.20, -0.05], [-0.18, -0.32, 0.06]], "nbo_charge": [-0.886, -0.059, -0.671, -0.208, -0.421, -0.425, -0.065, -0.724, 0.363, 0.380, 0.168, 0.191, 0.369, 0.191, 0.186, 0.205, 0.211, 0.208, 0.178, 0.167, 0.166, 0.477, -0.945, 0.475, 0.469], "gap_ev": 8.71, "e_above_lowest_kj_mol": 193.22, "total_charge": 0}

***

[2]
{"formula": "C5H16N2O2", "method": "the ωB97M-V functional and the def2-TZVPD basis", "elements": ["N", "C", "N", "C", "C", "C", "C", "O", "H", "H", "H", "H", "H", "H", "H", "H", "H", "H", "H", "H", "H", "H", "O", "H", "H"], "coordinates": [[1.870, -1.523, 1.275], [2.436, -0.293, 0.688], [1.996, -0.144, -0.721], [1.021, 0.990, -0.994], [-0.464, 0.466, -1.054], [-1.148, 0.420, 0.257], [-1.732, 1.830, 0.691], [-2.951, 2.118, 0.105], [0.865, -1.509, 1.459], [2.410, -2.388, 1.231], [3.584, -0.251, 0.718], [2.067, 0.637, 1.279], [1.916, -0.923, -1.367], [1.303, 1.456, -1.955], [1.035, 1.742, -0.188], [-0.967, 1.359, -1.625], [-0.386, -0.282, -1.814], [-0.301, 0.031, 0.942], [-1.899, -0.446, 0.262], [-1.753, 1.789, 1.741], [-1.028, 2.686, 0.169], [-3.261, 1.450, -0.572], [-0.887, -3.114, -0.311], [-0.188, -2.448, -0.294], [-0.423, -3.744, 0.261]], "forces_ev_per_angstrom": [[0.92, 0.79, 0.41], [-0.30, -0.28, -0.55], [-0.67, 2.99, 0.71], [-0.03, -1.73, 0.12], [0.95, 4.52, -3.00], [0.43, -2.06, 1.43], [2.98, -0.37, -3.65], [-2.20, -0.96, -1.07], [0.92, -0.41, -0.11], [-0.73, 0.63, 0.05], [-1.65, -0.57, 0.31], [0.59, -1.59, -1.08], [0.11, 0.03, 0.74], [-0.24, -0.07, 0.47], [0.61, -0.28, -0.34], [0.47, -1.55, 0.53], [-0.80, -1.31, 0.18], [-1.59, 0.92, -0.23], [0.51, 1.48, 0.26], [-0.28, 0.78, 1.39], [-0.95, -2.01, 2.09], [0.88, 0.99, 1.36], [0.90, -0.10, 0.59], [-0.19, 0.58, -0.48], [-0.63, -0.42, -0.13]], "nbo_charge": [-0.919, -0.049, -0.702, -0.207, -0.436, -0.457, -0.035, -0.731, 0.376, 0.388, 0.190, 0.185, 0.376, 0.194, 0.189, 0.187, 0.218, 0.189, 0.233, 0.178, 0.153, 0.479, -0.928, 0.464, 0.462], "gap_ev": 9.00, "e_above_lowest_kj_mol": 308.66, "total_charge": 0}

***

[3]
{"formula": "C5H16N2O2", "method": "the ωB97M-V functional and the def2-TZVPD basis", "elements": ["C", "O", "C", "C", "C", "C", "N", "N", "H", "H", "H", "H", "H", "H", "H", "H", "H", "H", "H", "H", "H", "H", "H", "H", "O"], "coordinates": [[1.668, 0.197, 1.990], [1.932, -1.157, 1.693], [1.095, 0.777, 0.659], [0.296, -0.223, -0.139], [-0.623, 0.424, -1.151], [-1.998, -1.538, -1.509], [-1.493, -0.453, -1.932], [2.411, 1.125, -0.122], [2.510, 0.803, 2.330], [0.870, 0.329, 2.726], [2.107, -1.581, 2.545], [0.517, 1.682, 0.842], [-0.247, -0.757, 0.652], [0.935, -1.008, -0.543], [0.024, 0.915, -1.893], [-1.178, 1.265, -0.751], [-2.690, -2.048, -2.171], [-1.677, -2.062, -0.621], [-3.573, 0.758, 0.959], [2.211, 1.701, -0.938], [3.066, 1.697, 0.410], [2.872, 0.227, -0.280], [-3.693, 0.725, -0.524], [-1.893, -0.106, -2.799], [-3.072, 0.514, 0.173]], "forces_ev_per_angstrom": [[-1.86, 0.28, -0.94], [0.47, 0.45, 0.86], [1.85, 0.20, 0.55], [-0.75, -0.93, 0.94], [1.72, 1.18, -1.22], [0.08, -0.97, -0.74], [-0.53, -0.06, 0.96], [-1.02, 0.53, 0.41], [0.26, -0.23, 0.00], [0.09, -0.26, 0.18], [0.17, -0.38, -0.27], [0.36, 0.24, -0.07], [-0.31, 0.09, -0.23], [0.04, 0.14, -0.30], [-0.12, -0.22, -0.18], [-0.52, -0.37, 0.28], [-0.15, 0.02, 0.13], [0.02, 0.40, 0.29], [0.07, -0.07, 0.29], [0.22, -0.56, -0.59], [-0.07, 0.02, 0.46], [0.12, 0.11, -0.62], [-0.37, 0.14, -0.35], [0.32, 0.30, -0.11], [-0.12, -0.06, 0.28]], "nbo_charge": [-0.084, -0.726, -0.032, -0.474, -0.244, 0.168, -0.387, -0.695, 0.191, 0.210, 0.513, 0.246, 0.266, 0.255, 0.213, 0.277, 0.245, 0.239, 0.508, 0.445, 0.452, 0.459, 0.482, 0.452, -0.979], "gap_ev": 10.29, "e_above_lowest_kj_mol": 76.78, "total_charge": 2}

***

[4]
{"formula": "C5H16N2S", "method": "the ωB97M-V functional and the def2-TZVPD basis", "elements": ["C", "C", "C", "S", "H", "H", "H", "H", "H", "H", "H", "N", "C", "C", "N", "H", "H", "H", "H", "H", "H", "H", "H", "H"], "coordinates": [[-0.791, -2.392, 1.868], [0.382, -2.276, 0.906], [1.569, -1.431, 1.374], [1.044, 0.230, 1.802], [-0.514, -2.638, 2.899], [-1.491, -3.150, 1.528], [-1.356, -1.447, 1.895], [0.820, -3.284, 0.804], [0.088, -1.947, -0.094], [2.316, -1.481, 0.580], [2.119, -1.843, 2.240], [1.363, 2.273, -1.479], [-0.093, 2.517, -1.355], [-0.854, 1.195, -1.416], [-2.300, 1.491, -1.486], [1.680, 0.818, 0.128], [1.808, 2.361, -0.567], [1.484, 1.297, -1.762], [-0.319, 2.995, -0.402], [-0.375, 3.139, -2.215], [-0.492, 0.606, -2.273], [-0.659, 0.613, -0.509], [-2.803, 0.738, -1.927], [-2.628, 1.615, -0.540]], "forces_ev_per_angstrom": [[-0.50, 0.75, -0.10], [0.95, -1.21, 0.58], [0.06, -0.82, 0.22], [1.89, 1.83, -3.80], [0.22, 0.02, -0.24], [-0.04, -0.16, -0.06], [0.19, -0.24, 0.11], [-0.27, 0.11, -0.29], [-0.19, 0.05, 0.15], [-0.06, 0.52, 0.07], [-0.66, -0.07, -0.13], [-0.08, -0.39, 0.49], [0.55, -0.66, -0.53], [-0.62, 0.33, 0.31], [0.67, -0.02, -0.44], [-1.64, -0.94, 3.78], [0.12, 0.23, -0.30], [0.27, 0.37, -0.14], [-0.01, 0.31, -0.18], [-0.28, 0.01, 0.48], [-0.39, 0.22, 0.03], [0.38, -0.02, -0.16], [-0.21, -0.13, 0.12], [-0.34, -0.08, 0.02]], "nbo_charge": [-0.621, -0.407, -0.546, -0.068, 0.207, 0.213, 0.213, 0.199, 0.202, 0.220, 0.215, -0.800, -0.230, -0.240, -0.843, 0.108, 0.361, 0.347, 0.188, 0.199, 0.178, 0.188, 0.360, 0.355], "gap_ev": 8.56, "e_above_lowest_kj_mol": 218.82, "total_charge": 0}